[1]
The following is a DFT calculation (ωB97M-V/def2-TZVPD) of a 2-piece molecular cluster, C5H7NO2 overall in a non-equilibrium geometry.

The geometry in XYZ format:
```
15
Properties=species:S:1:pos:R:3:forces:R:3
N -1.66847 -0.07368 -1.14310 -1.0 3.6 0.9
H 1.42757 -1.52234 1.04753 0.5 -0.3 0.8
H -2.16908 0.74404 -1.69245 1.3 -3.0 1.2
H -1.38238 -0.96197 -1.51857 0.1 0.4 -0.3
H 0.84676 -1.90048 -0.42633 -0.8 0.0 -0.2
H -0.38870 1.13163 2.02884 1.3 -2.2 -0.9
C 0.47650 -1.65841 0.57275 1.0 0.2 -1.0
C -1.15463 0.42925 0.06211 -3.9 1.4 -1.8
C 1.76384 1.76328 -1.10739 0.0 -1.8 0.7
H 2.60748 2.34103 -1.40899 -0.3 0.4 -0.2
O 0.20287 0.26710 1.90464 -1.4 1.1 -0.2
H -0.03614 -2.50497 1.01590 -0.5 0.4 0.2
O -1.65906 1.42623 0.63869 1.2 -2.0 -1.3
C 1.18610 0.77925 -0.65436 -1.1 0.1 1.3
C -0.05265 -0.25996 0.68073 3.4 1.8 0.9
```
Forces are in eV/Å.

The calculated total energy comes out at -10879.1493 eV. As for the net charge: 0. The value obtained for the energy above the lowest of the compared OMol25 structures with the same formula, charge and spin is 431.1 kJ/mol.



[2]
The following is a DFT calculation (ωB97M-V/def2-TZVPD) of one molecule with the formula C5H7NO2 in a non-equilibrium geometry.

The geometry in XYZ format:
```
15
Properties=species:S:1:pos:R:3:forces:R:3
C -1.05516 0.32569 0.03626 -0.7 -2.6 -1.6
N -0.86551 1.56519 -0.47872 0.9 0.1 3.0
H -0.69752 -2.39657 -0.37182 0.0 0.0 0.0
H -1.54757 2.30539 -0.39706 0.1 -0.1 0.4
C 0.11535 -0.45413 -0.04899 -2.0 0.3 0.8
H 0.50248 -2.33407 0.92058 0.0 -0.2 0.0
O 2.45904 0.33890 -0.00018 0.0 -0.3 0.4
C 1.11217 0.52293 -0.00711 -0.2 2.7 -0.7
C 0.24359 -1.94125 -0.06525 -0.2 0.1 0.4
H 0.77938 2.70422 0.38508 0.3 0.3 -0.7
O -2.25970 -0.11310 0.47483 -0.2 -0.3 -0.7
C 0.49939 1.77893 -0.08358 1.8 -0.1 -1.3
H -2.92938 0.57183 0.36300 0.0 -0.1 0.0
H 1.01034 -2.26467 -0.77260 0.0 0.0 0.0
H 2.63309 -0.60930 0.04556 0.0 0.1 0.1
```
Forces are in eV/Å.

The calculated total energy comes out at -10881.4247 eV. The SMILES is Cc1c(O)c[nH]c1O. As for the net charge: 0. The value obtained for the energy above the lowest of the compared OMol25 structures with the same formula, charge and spin is 211.6 kJ/mol.



[3]
The following is a DFT calculation (ωB97M-V/def2-TZVPD) of one molecule with the formula C5H7NO2 in a non-equilibrium geometry.

The geometry in XYZ format:
```
15
Properties=species:S:1:pos:R:3:forces:R:3
H 0.10739 -2.13230 1.30753 -0.8 -0.2 0.1
H -0.17661 0.43543 2.81732 -0.1 0.1 0.1
C -0.98755 0.31723 2.09521 0.3 -0.2 0.6
H -0.20269 0.87668 -2.70429 0.2 0.0 0.0
H -1.49489 1.27716 2.00403 0.1 0.0 -0.2
C -0.02956 -1.42332 0.49838 -1.2 0.6 1.5
C 1.04687 0.03502 -1.34087 -0.1 2.9 1.4
C -0.41939 -0.14407 0.78897 0.9 -1.5 0.9
O -0.25281 1.96986 -0.36576 0.3 0.3 0.9
N 0.63256 0.32238 -2.59638 -0.4 -0.1 -0.1
H -1.70205 -0.39231 2.51130 0.1 -0.1 -0.1
C 0.05697 0.83469 -0.13242 -0.1 -1.5 -4.9
O 2.12728 -0.42119 -1.05639 -0.1 -0.6 -0.1
H 1.30577 0.32113 -3.34971 -0.1 -0.2 0.1
H -0.01129 -1.87640 -0.47693 0.9 0.5 -0.4
```
Forces are in eV/Å.

The calculated total energy comes out at -10881.9307 eV. The SMILES is C=C(C)C(=O)C(N)=O. As for the net charge: 0. The value obtained for the energy above the lowest of the compared OMol25 structures with the same formula, charge and spin is 162.7 kJ/mol.



[4]
The following is a DFT calculation (ωB97M-V/def2-TZVPD) of C5H7NO2 as an isolated structure in a non-equilibrium geometry.

The geometry in XYZ format:
```
15
Properties=species:S:1:pos:R:3:forces:R:3
H -1.84554 -1.58232 0.70883 0.0 0.1 -0.2
C -1.56290 1.20186 0.42881 0.1 -0.3 0.0
C -0.83572 0.12246 0.13715 0.9 1.6 0.3
O 0.93932 1.37461 -1.32681 0.1 -0.8 0.2
N -0.91393 -1.23211 0.49270 0.5 -0.1 -0.5
O 0.64809 -1.22057 -1.35402 -1.5 -0.3 0.3
H 2.81193 -0.17529 0.03266 0.0 0.1 0.1
H 1.52332 -0.72919 1.11925 0.0 0.1 0.0
H -2.38310 1.18553 1.13993 -0.1 -0.1 -0.1
H -1.28165 2.15779 0.00218 0.1 -0.1 0.0
H 2.04405 0.98916 1.14998 -0.1 0.0 -0.1
C 1.88134 0.10705 0.52875 0.1 -0.3 -0.2
H -1.37774 -1.46627 -1.59359 0.0 0.2 0.0
C 0.91128 0.47735 -0.55260 -1.4 1.1 0.8
C -0.55874 -1.21004 -0.91321 1.3 -1.3 -0.6
```
Forces are in eV/Å.

The calculated total energy comes out at -10879.2238 eV. As for the net charge: 0. The value obtained for the energy above the lowest of the compared OMol25 structures with the same formula, charge and spin is 423.9 kJ/mol.